[1]
{
  "formula": "C35H83BrF10IN4O32P8S",
  "method": "ωB97M-V/def2-TZVPD",
  "symbols": ["C", "C", "F", "C", "N", "C", "C", "O", "C", "N", "C", "N", "C", "I", "C", "C", "P", "O", "Br", "S", "O", "O", "C", "F", "F", "C", "F", "F", "C", "F", "F", "C", "F", "F", "F", "N", "H", "H", "H", "H", "H", "H", "H", "H", "H", "H", "H", "H", "H", "H", "H", "H", "H", "H", "H", "H", "C", "O", "P", "O", "O", "C", "O", "C", "H", "H", "H", "H", "H", "H", "H", "H", "H", "C", "O", "P", "O", "O", "C", "O", "C", "H", "H", "H", "H", "H", "H", "H", "H", "H", "C", "O", "P", "O", "O", "C", "O", "C", "H", "H", "H", "H", "H", "H", "H", "H", "H", "C", "O", "P", "O", "O", "C", "O", "C", "H", "H", "H", "H", "H", "H", "H", "H", "H", "C", "O", "P", "O", "O", "C", "O", "C", "H", "H", "H", "H", "H", "H", "H", "H", "H", "C", "O", "P", "O", "O", "C", "O", "C", "H", "H", "H", "H", "H", "H", "H", "H", "H", "C", "O", "P", "O", "O", "C", "O", "C", "H", "H", "H", "H", "H", "H", "H", "H", "H"],
  "positions_angstrom": [[2.40503, -4.06733, 6.29639], [1.45505, -2.85662, 6.44683], [0.21409, -3.30228, 6.91446], [1.34496, -1.97516, 5.17819], [0.09436, -1.19030, 5.19312], [0.20610, 0.17915, 5.70119], [0.23515, 1.25795, 4.56250], [0.96035, 0.81505, 3.43544], [0.78962, 2.57406, 5.16770], [-0.33365, 3.42746, 5.68564], [-1.01347, -1.71847, 4.77770], [-0.92418, -3.02576, 4.28405], [-2.02937, -3.19932, 3.30758], [-1.92029, -5.12101, 2.32099], [-3.32956, -3.08796, 4.15644], [-3.44723, -1.59610, 4.51771], [-4.20292, -0.74872, 2.95258], [-4.44684, -1.89408, 1.79395], [-2.58962, 0.55246, 2.07098], [-4.56496, -1.51420, 5.96894], [-5.78275, -2.18670, 5.64263], [-3.91603, -2.29232, 6.99025], [-4.81255, 0.17055, 6.72003], [-5.89670, 0.10244, 7.46803], [-3.79611, 0.38442, 7.57773], [-4.88260, 1.42189, 5.80081], [-3.74806, 1.61245, 5.10824], [-4.93694, 2.48238, 6.64230], [-6.14936, 1.56108, 4.88291], [-6.74188, 0.40384, 4.58124], [-5.72499, 2.09780, 3.71811], [-7.25355, 2.53355, 5.42176], [-7.64556, 2.22356, 6.64529], [-8.32529, 2.32506, 4.64317], [-6.94524, 3.79857, 5.29128], [-2.15594, -0.93318, 4.86329], [1.78789, -4.97856, 6.36952], [3.04344, -4.09253, 7.19112], [2.98091, -4.08369, 5.36408], [1.86995, -2.21220, 7.24015], [2.16930, -1.24976, 5.24391], [1.49370, -2.51564, 4.23752], [-0.60043, 0.44741, 6.40394], [1.14062, 0.32034, 6.26123], [-0.80928, 1.42340, 4.23529], [0.44056, 0.98847, 2.64059], [1.37610, 3.14875, 4.43490], [1.47693, 2.37712, 6.01447], [-1.12274, 2.78813, 5.78540], [-0.08957, 3.64905, 6.64944], [-1.03196, -3.73009, 5.01462], [-1.97983, -2.44373, 2.51315], [-3.14558, -3.70382, 5.05551], [-4.21693, -3.51518, 3.67996], [-5.41367, -1.94873, 1.70480], [-2.27082, -0.55810, 5.80594], [4.15459, 2.11784, -1.95060], [2.83921, 2.56605, -1.67343], [2.47140, 3.96624, -0.82193], [3.85032, 4.58372, -0.81299], [2.17829, 3.10834, 0.52306], [3.26111, 2.46289, 1.17578], [1.72150, 5.27516, -0.07248], [1.62204, 6.47350, -0.86406], [4.21690, 1.86312, -3.01154], [4.93510, 2.83931, -1.73182], [4.33476, 1.20858, -1.37231], [4.21291, 2.95689, 0.97798], [3.31590, 1.41978, 0.85564], [3.07578, 2.48099, 2.24882], [1.32270, 6.24614, -1.88594], [2.57994, 6.99332, -0.86476], [0.86956, 7.11677, -0.41168], [0.81935, 1.42504, -3.71242], [1.14049, 0.63066, -4.84210], [0.05914, -0.42448, -5.56423], [-1.21643, 0.01654, -4.89378], [0.75221, -1.70957, -4.87350], [0.60628, -1.91047, -3.47954], [-0.64991, -1.45498, -6.68569], [-1.44200, -0.84362, -7.71202], [1.13922, 2.44923, -3.91191], [-0.23695, 1.44662, -3.45690], [1.38540, 1.05581, -2.85774], [-0.30122, -1.44571, -3.09098], [1.47742, -1.51109, -2.95534], [0.55772, -2.98331, -3.29738], [-0.95285, 0.04418, -8.11031], [-2.42324, -0.58126, -7.31699], [-1.56754, -1.56798, -8.51581], [-5.41707, -10.62718, -0.92224], [-5.23877, -9.22333, -0.81659], [-3.83563, -8.41295, -1.25045], [-3.16421, -9.54683, -1.98484], [-3.36588, -8.25758, 0.29064], [-2.97496, -9.41032, 1.02075], [-2.68631, -7.26055, -1.69003], [-2.65288, -6.90555, -3.08199], [-6.37276, -10.81474, -1.41396], [-4.64175, -11.14107, -1.48131], [-5.46709, -11.03878, 0.08823], [-2.60737, -10.20322, 0.36886], [-3.81813, -9.77868, 1.60789], [-2.17915, -9.12201, 1.70679], [-3.65860, -6.78165, -3.48092], [-2.12405, -7.67365, -3.64460], [-2.11654, -5.96313, -3.17818], [2.43045, 6.05534, 3.17207], [3.65962, 5.46179, 3.55418], [4.96277, 6.32511, 4.16484], [4.28733, 7.64504, 4.43154], [5.74871, 6.25834, 2.76052], [5.27278, 7.01584, 1.65466], [6.41483, 6.67695, 4.93437], [6.35554, 6.81517, 6.36016], [1.61861, 5.47475, 3.61848], [2.30311, 7.09131, 3.47371], [2.33697, 5.98558, 2.08694], [4.70460, 7.89129, 1.97265], [4.65272, 6.38502, 1.01288], [6.13577, 7.34708, 1.07949], [5.73467, 6.03836, 6.80556], [5.96121, 7.79771, 6.61856], [7.36746, 6.72547, 6.75090], [-3.97144, 8.12754, -3.64640], [-4.31560, 6.96307, -2.91285], [-3.21887, 5.79424, -2.44198], [-1.92687, 6.51948, -2.72734], [-3.67543, 4.78500, -3.61118], [-3.34324, 5.08296, -4.95900], [-2.53866, 4.49263, -1.62368], [-1.95600, 4.78998, -0.35052], [-4.42696, 8.98899, -3.15572], [-2.90429, 8.31026, -3.73088], [-4.40233, 8.03679, -4.64542], [-2.45401, 5.70994, -5.03325], [-4.18476, 5.57931, -5.44554], [-3.15435, 4.14242, -5.47385], [-2.59428, 5.46406, 0.21971], [-0.97314, 5.24075, -0.49065], [-1.83813, 3.85809, 0.19886], [9.91748, -1.38924, -3.30097], [8.64893, -0.86006, -2.95168], [8.42251, 0.54159, -2.05455], [9.83953, 1.05967, -2.10717], [8.10480, -0.30040, -0.71144], [9.14640, -1.03925, -0.09466], [7.79968, 1.91287, -1.29234], [7.76320, 3.11228, -2.07962], [9.90977, -1.62268, -4.36695], [10.75395, -0.72577, -3.10552], [10.05894, -2.32112, -2.74907], [10.13007, -0.62452, -0.31680], [9.10418, -2.08038, -0.42052], [8.98775, -1.00938, 0.98235], [7.41614, 2.90793, -3.09217], [8.75564, 3.56057, -2.11204], [7.07415, 3.80911, -1.60379], [-5.18173, -4.22658, -9.77124], [-4.26445, -4.31366, -8.69321], [-2.83324, -5.20126, -8.72702], [-2.83449, -5.44607, -10.22003], [-3.46445, -6.41756, -7.87407], [-4.49209, -7.20903, -8.45029], [-1.28535, -5.84725, -8.53962], [-0.21200, -5.08422, -9.10477], [-5.43128, -3.17503, -9.92473], [-4.81618, -4.62832, -10.71028], [-6.09372, -4.75442, -9.48315], [-4.44724, -7.20891, -9.53966], [-5.46728, -6.84403, -8.12228], [-4.36916, -8.23040, -8.09358], [-0.33375, -4.02126, -8.89813], [-0.17003, -5.25054, -10.18071], [0.71891, -5.42617, -8.65617]],
  "mulliken_charge": [-1.273, 0.706, -0.342, -1.678, 0.517, -1.660, 0.858, -0.449, -0.289, -0.563, -0.222, 0.069, -0.844, 0.248, -1.395, -0.860, 0.236, -0.438, -0.077, 1.886, -0.725, -0.652, 0.459, -0.219, -0.234, 0.752, -0.123, -0.327, 0.451, -0.291, -0.305, 0.612, -0.220, -0.257, -0.227, 0.579, 0.327, 0.335, 0.378, 0.316, 0.454, 0.646, 0.126, 0.895, 0.067, 0.308, -0.154, 0.375, 0.112, 0.316, 0.328, 0.443, 0.672, 0.583, 0.409, 0.331, -0.753, -0.369, 0.914, -0.728, -0.049, -0.628, 0.081, -1.005, 0.411, 0.152, 0.348, 0.379, 0.201, 0.090, 0.413, 0.245, 0.289, -0.400, -0.397, 0.889, -0.663, -0.359, -0.566, -0.099, -0.722, 0.231, 0.469, 0.050, 0.321, 0.166, 0.292, 0.349, 0.287, 0.199, -0.621, -0.420, 1.108, -0.686, -0.261, -0.663, -0.250, -0.690, 0.254, 0.329, 0.249, 0.337, 0.245, 0.254, 0.324, 0.295, 0.229, -0.490, -0.221, 1.072, -0.690, -0.356, -0.459, -0.302, -0.720, 0.173, 0.449, 0.012, 0.379, -0.049, 0.327, 0.314, 0.280, 0.251, -0.600, -0.427, 1.090, -0.691, -0.324, -0.635, -0.180, -0.629, 0.259, 0.303, 0.254, 0.338, 0.229, 0.270, 0.367, 0.236, 0.131, -0.622, -0.450, 1.154, -0.705, -0.299, -0.657, -0.207, -0.706, 0.258, 0.331, 0.247, 0.347, 0.219, 0.254, 0.391, 0.311, 0.133, -0.631, -0.446, 1.286, -0.722, -0.351, -0.698, -0.287, -0.490, 0.252, 0.336, 0.246, 0.359, 0.238, 0.255, 0.129, 0.277, 0.247],
  "gap_ha": 0.256,
  "e_tot_ev": -299568.2989,
  "lumo_energy_ha": -0.136,
  "total_charge": 1
}

=====

[2]
{
  "formula": "C35H83FO24P5",
  "method": "ωB97M-V/def2-TZVPD",
  "symbols": ["C", "C", "O", "H", "H", "H", "H", "H", "C", "C", "O", "C", "O", "O", "F", "H", "H", "H", "C", "C", "O", "P", "O", "O", "C", "C", "O", "C", "C", "H", "H", "H", "H", "H", "H", "H", "H", "H", "H", "H", "H", "H", "H", "H", "C", "C", "O", "P", "O", "O", "C", "C", "O", "C", "C", "H", "H", "H", "H", "H", "H", "H", "H", "H", "H", "H", "H", "H", "H", "H", "C", "C", "O", "P", "O", "O", "C", "C", "O", "C", "C", "H", "H", "H", "H", "H", "H", "H", "H", "H", "H", "H", "H", "H", "H", "H", "C", "C", "O", "P", "O", "O", "C", "C", "O", "C", "C", "H", "H", "H", "H", "H", "H", "H", "H", "H", "H", "H", "H", "H", "H", "H", "C", "C", "O", "P", "O", "O", "C", "C", "O", "C", "C", "H", "H", "H", "H", "H", "H", "H", "H", "H", "H", "H", "H", "H", "H", "H"],
  "positions_angstrom": [[-4.77952, -1.66357, -11.70511], [-4.85624, -0.86018, -12.98383], [-3.80234, -0.74426, -13.88248], [-4.25389, -2.60089, -11.88743], [-5.72745, -1.84618, -11.19898], [-4.12601, -0.99561, -11.14399], [-5.09005, 0.13336, -12.60132], [-5.68704, -1.25471, -13.56882], [-5.84431, -9.07853, -11.25940], [-6.92594, -9.31505, -12.27480], [-6.39543, -8.60037, -13.36250], [-5.06051, -8.46469, -13.22151], [-4.32786, -7.98690, -14.11915], [-4.69764, -8.66788, -11.99448], [-8.05846, -8.78199, -12.01594], [-5.55800, -10.00868, -10.76853], [-6.21006, -8.41362, -10.47696], [-7.10487, -10.38464, -12.38464], [-15.08647, 2.30472, -8.66969], [-14.89665, 0.78433, -8.97574], [-14.22621, 0.35083, -7.86001], [-13.14921, -0.82029, -7.98418], [-13.71041, -2.15829, -8.39071], [-11.93042, -0.32455, -8.92526], [-11.15117, 0.84495, -8.60381], [-11.31234, 1.82572, -9.69617], [-12.51836, -0.74591, -6.51309], [-11.84028, -1.82864, -5.85319], [-12.76467, -2.83468, -5.06954], [-15.66524, 2.36926, -7.74831], [-14.22409, 2.96632, -8.58785], [-15.73694, 2.73464, -9.43137], [-15.82220, 0.23653, -9.15283], [-14.24311, 0.64841, -9.83743], [-11.57339, 1.25464, -7.68620], [-10.13031, 0.56077, -8.34849], [-12.34708, 2.15843, -9.77814], [-10.67103, 2.67850, -9.47350], [-10.97708, 1.37528, -10.63040], [-11.29971, -2.38620, -6.61806], [-11.13267, -1.41250, -5.13609], [-13.65732, -2.34875, -4.67562], [-13.15802, -3.55384, -5.78799], [-12.32574, -3.37382, -4.23004], [-4.11056, 6.85732, -8.70138], [-4.86819, 6.36675, -7.42213], [-4.89902, 7.21148, -6.27126], [-6.01285, 8.46205, -6.27443], [-7.33799, 8.09201, -6.80266], [-5.94053, 8.95128, -4.70162], [-7.11457, 9.41939, -3.98707], [-7.66255, 8.29209, -3.23626], [-5.26875, 9.60495, -7.14059], [-5.79238, 10.91644, -7.13965], [-4.83264, 11.86936, -7.89239], [-3.07424, 6.92228, -8.36986], [-4.12794, 6.13472, -9.51725], [-4.41786, 7.81018, -9.13236], [-5.88568, 6.18964, -7.77063], [-4.41959, 5.43786, -7.06995], [-6.76702, 10.15019, -3.25683], [-7.76943, 9.94642, -4.68096], [-6.94186, 7.75238, -2.62191], [-8.47856, 8.62685, -2.59582], [-8.10406, 7.58174, -3.93524], [-6.79113, 10.85782, -7.57227], [-5.94440, 11.23197, -6.10745], [-5.27624, 12.85472, -8.03521], [-3.90275, 12.02267, -7.34476], [-4.59148, 11.55391, -8.90749], [-6.58880, -8.86594, -20.33972], [-8.01748, -8.42555, -20.09234], [-8.31489, -7.26995, -20.90221], [-8.09922, -5.75514, -20.27542], [-6.70984, -5.47829, -19.84628], [-8.53038, -4.73277, -21.44627], [-9.76930, -4.75058, -22.02860], [-9.61579, -4.71421, -23.54925], [-9.18116, -5.58994, -19.05320], [-9.57752, -4.31761, -18.62577], [-10.15547, -4.23657, -17.18822], [-6.35509, -8.90500, -21.40365], [-6.00193, -8.21865, -19.68801], [-6.43101, -9.86810, -19.94113], [-8.70877, -9.15633, -20.51209], [-8.30022, -8.37856, -19.04070], [-10.16346, -5.72377, -21.73594], [-10.37201, -3.91367, -21.67587], [-10.55318, -4.99869, -24.02722], [-9.20485, -3.74330, -23.82594], [-9.01347, -5.55137, -23.90206], [-8.77615, -3.58282, -18.70301], [-10.25438, -3.93318, -19.38877], [-9.42581, -4.58492, -16.45723], [-10.19849, -3.19342, -16.87502], [-11.10202, -4.68032, -16.87966], [-7.15712, 3.41883, -25.41686], [-7.33262, 3.53161, -23.92914], [-6.61173, 2.45449, -23.31304], [-5.15776, 2.66312, -22.70474], [-4.47001, 1.44094, -22.25856], [-5.31434, 3.82071, -21.55398], [-6.09347, 3.56167, -20.41713], [-7.66257, 3.68025, -20.69160], [-4.35744, 3.48238, -23.91068], [-2.95458, 3.69093, -23.76892], [-2.38834, 4.25508, -25.07060], [-7.75334, 4.06804, -26.05808], [-6.11537, 3.73867, -25.44078], [-7.24935, 2.43181, -25.87006], [-6.98298, 4.49681, -23.56277], [-8.36579, 3.48599, -23.58480], [-5.74305, 2.62853, -19.97607], [-5.76416, 4.33591, -19.72415], [-7.92477, 2.85944, -21.35914], [-8.24352, 3.72487, -19.77039], [-7.76084, 4.58596, -21.29003], [-2.61190, 4.34879, -22.97025], [-2.44845, 2.74118, -23.59590], [-1.32711, 4.00682, -25.05551], [-2.90619, 3.85066, -25.94030], [-2.49174, 5.32210, -25.26787], [1.76677, -2.62738, -8.41170], [1.94846, -3.30929, -9.75554], [1.84837, -4.70905, -9.78457], [2.42102, -5.66840, -10.94835], [2.04201, -5.28239, -12.34464], [4.03766, -5.57244, -10.67539], [4.92043, -6.45846, -11.39834], [6.38376, -6.10642, -11.29677], [1.99843, -7.16906, -10.53131], [2.12696, -7.77996, -9.23111], [1.17981, -7.29739, -8.12275], [1.89766, -1.54845, -8.49459], [0.80782, -2.89636, -7.96876], [2.53259, -2.94876, -7.70578], [1.34961, -2.83667, -10.53406], [2.98433, -3.24164, -10.08797], [4.87469, -7.44265, -10.93210], [4.56303, -6.58010, -12.42087], [6.50398, -5.02848, -11.40494], [6.91228, -6.11199, -10.34349], [6.92642, -6.65748, -12.06486], [1.85966, -8.81901, -9.42354], [3.19334, -7.72423, -9.01246], [0.17074, -7.23035, -8.52939], [1.13317, -7.89798, -7.21433], [1.36162, -6.28008, -7.77616]],
  "mulliken_charge": [-0.846, -0.297, -0.898, 0.198, 0.262, 0.237, 0.144, 0.204, -0.418, 0.402, -0.283, 0.666, -0.556, -0.296, -0.277, 0.265, 0.270, 0.226, -1.245, -0.291, -0.219, 0.913, -0.745, -0.344, -0.154, -1.075, -0.310, -0.270, -1.082, 0.335, 0.293, 0.382, 0.339, 0.351, 0.287, 0.387, 0.158, 0.375, 0.309, 0.313, 0.349, 0.288, 0.285, 0.372, -0.972, -0.326, -0.388, 0.853, -0.684, -0.289, -0.116, -1.223, -0.180, -0.135, -1.279, 0.253, 0.390, 0.254, 0.297, 0.325, 0.307, 0.319, 0.287, 0.392, 0.313, 0.364, 0.219, 0.392, 0.305, 0.323, -1.062, -0.311, -0.298, 0.933, -0.750, -0.227, -0.097, -1.330, -0.282, -0.028, -1.316, 0.272, 0.302, 0.390, 0.314, 0.307, 0.379, 0.218, 0.390, 0.316, 0.326, 0.384, 0.118, 0.359, 0.377, 0.317, -1.112, -0.245, -0.262, 0.905, -0.744, -0.339, -0.377, -0.890, -0.183, -0.249, -1.224, 0.364, 0.193, 0.277, 0.359, 0.412, 0.363, 0.294, 0.202, 0.405, 0.235, 0.296, 0.339, 0.360, 0.310, 0.310, -1.253, -0.139, -0.102, 0.702, -0.712, -0.248, -0.155, -1.276, -0.260, -0.111, -1.038, 0.376, 0.309, 0.299, 0.332, 0.273, 0.211, 0.376, 0.338, 0.329, 0.341, 0.273, 0.226, 0.298, 0.394, 0.217],
  "gap_ha": 0.127,
  "e_tot_ev": -135950.9868,
  "lumo_energy_ha": 0.068,
  "total_charge": -1
}